1.
52
Properties=species:S:1:pos:R:3:forces:R:3 method="wB97M-V/def2-TZVPD" homo_energy_ev=-8.46 charge=0 energy_ha=-1561.5179 de_lowest_kj_mol=38.9 smiles="Cc1ccc(NC(=O)Cc2nnc(SCC(=O)NC3CCCC3)n2C)cc1" gap_ha=0.3285
C -1.431 -0.402 7.534 -0.1 0.0 0.0
C -0.905 0.075 6.215 0.0 0.0 0.0
C -0.983 1.415 5.858 0.1 -0.3 0.0
C -0.519 1.865 4.637 0.0 0.2 -0.1
C 0.039 0.964 3.737 -0.2 0.0 0.3
N 0.542 1.347 2.485 0.2 -0.4 0.0
C 0.493 2.555 1.883 0.4 0.0 -0.5
O -0.018 3.562 2.319 -0.2 0.3 0.2
C 1.154 2.514 0.492 -0.2 0.1 0.3
C 0.377 1.583 -0.354 0.0 -0.2 -0.3
N 0.595 0.302 -0.461 0.8 0.5 0.6
N -0.357 -0.220 -1.257 -0.7 -0.1 -0.3
C -1.153 0.755 -1.620 0.0 0.0 0.1
S -2.541 0.650 -2.655 -0.3 0.0 -0.2
C -2.678 -1.153 -2.878 0.1 0.2 0.0
C -1.735 -1.672 -3.969 -0.1 0.0 0.5
O -2.134 -1.934 -5.084 -0.3 0.0 -0.4
N -0.475 -1.816 -3.541 0.3 -0.2 0.2
C 0.624 -2.198 -4.399 -0.2 -0.1 -0.3
C 1.515 -0.978 -4.727 0.0 0.0 -0.1
C 2.830 -1.182 -3.959 0.0 0.1 0.1
C 2.510 -2.248 -2.912 0.1 -0.1 -0.1
C 1.544 -3.169 -3.652 0.0 0.1 0.1
N -0.740 1.931 -1.063 0.3 -0.9 0.0
C -1.353 3.225 -1.171 -0.1 0.5 -0.1
C 0.122 -0.382 4.083 0.0 0.1 -0.1
C -0.346 -0.817 5.307 0.0 0.1 0.0
H -2.490 -0.650 7.446 -0.1 0.0 0.1
H -1.330 0.370 8.293 0.0 0.0 0.1
H -0.903 -1.294 7.864 0.0 0.0 0.1
H -1.413 2.124 6.550 0.0 0.1 0.1
H -0.586 2.909 4.378 0.0 0.0 0.0
H 0.936 0.589 1.938 -0.1 0.2 0.0
H 1.158 3.520 0.075 0.0 0.0 0.1
H 2.177 2.147 0.586 0.0 0.0 -0.1
H -3.709 -1.317 -3.187 0.1 0.0 0.0
H -2.480 -1.617 -1.913 -0.1 -0.1 0.0
H -0.235 -1.482 -2.608 -0.2 -0.1 -0.1
H 0.180 -2.636 -5.296 0.1 0.0 0.1
H 1.011 -0.067 -4.404 0.0 0.0 -0.1
H 1.688 -0.897 -5.799 0.0 0.1 0.0
H 3.603 -1.552 -4.635 0.1 0.0 0.0
H 3.189 -0.258 -3.510 0.1 0.0 0.0
H 3.401 -2.768 -2.564 0.0 0.0 0.1
H 2.016 -1.794 -2.052 0.0 0.0 0.1
H 0.982 -3.824 -2.988 0.0 -0.1 -0.1
H 2.089 -3.783 -4.369 0.1 0.0 0.0
H -2.382 3.098 -1.504 0.0 0.1 0.1
H -1.341 3.718 -0.199 -0.1 0.0 -0.1
H -0.819 3.842 -1.898 -0.1 0.0 0.0
H 0.555 -1.086 3.386 0.0 -0.1 -0.1
H -0.274 -1.864 5.561 0.0 -0.1 0.0

***

2.
76
Properties=species:S:1:pos:R:3:forces:R:3 method="wB97M-V/def2-TZVPD" homo_energy_ev=-7.18 charge=0 energy_ha=-4996.6404 de_lowest_kj_mol=10.5 gap_ha=0.2430
Sr -0.123 -0.502 0.132 -0.4 0.4 0.7
C 1.104 3.987 1.967 0.0 0.0 0.0
C 2.214 3.564 1.248 0.0 0.0 0.0
C 2.054 2.965 0.007 0.0 0.0 0.1
C 0.779 2.795 -0.517 -0.1 -0.1 -0.1
C -0.334 3.219 0.201 0.0 0.0 0.0
C -0.170 3.815 1.446 0.0 0.0 0.0
H 1.235 4.440 2.942 0.0 0.0 0.0
H 3.204 3.685 1.668 0.0 0.0 0.0
H 2.916 2.619 -0.549 0.0 0.0 0.0
H 0.642 2.329 -1.485 0.1 0.0 0.0
H -1.324 3.101 -0.225 0.0 0.0 0.0
H -1.035 4.142 2.010 0.0 0.0 0.0
O 1.388 -1.377 -3.581 0.0 -0.1 -0.1
C 0.500 -0.794 -2.983 -0.2 0.1 0.1
O 0.644 -0.023 -1.961 0.3 -0.1 -0.5
C -0.973 -0.986 -3.416 -0.1 -0.1 -0.2
P -2.161 -0.108 -2.315 0.4 0.0 0.1
C -2.095 1.615 -2.907 -0.1 0.0 0.0
C -1.107 2.102 -3.755 0.1 0.0 0.0
C -1.098 3.441 -4.128 0.0 0.0 0.0
C -2.075 4.304 -3.662 0.0 0.0 0.0
C -3.068 3.828 -2.816 0.0 -0.1 0.0
C -3.072 2.496 -2.438 0.0 0.0 0.0
C -3.786 -0.663 -2.914 -0.1 -0.1 0.0
C -4.325 -0.261 -4.136 0.0 0.0 0.0
C -5.555 -0.740 -4.552 0.0 0.0 0.0
C -6.263 -1.631 -3.754 0.0 0.0 0.0
C -5.738 -2.038 -2.538 0.0 0.0 0.0
C -4.505 -1.552 -2.121 -0.1 0.0 0.0
H -1.198 -2.056 -3.373 0.0 0.0 0.0
H -1.094 -0.697 -4.463 0.0 0.0 0.0
H -0.321 1.456 -4.124 0.0 0.0 0.0
H -0.317 3.806 -4.782 0.0 0.0 0.0
H -2.063 5.347 -3.952 0.0 0.0 0.0
H -3.838 4.491 -2.442 0.0 0.0 0.0
H -3.850 2.135 -1.773 0.0 0.0 0.0
H -3.784 0.441 -4.760 0.0 0.0 0.0
H -5.964 -0.419 -5.501 0.0 0.0 0.0
H -7.227 -2.000 -4.081 0.0 0.0 0.0
H -6.285 -2.727 -1.908 0.0 0.0 0.0
H -4.104 -1.865 -1.163 0.0 0.0 0.0
C -2.202 -3.119 3.705 0.0 0.0 -0.1
C -2.070 -2.502 2.454 0.0 0.0 0.1
N -0.971 -2.548 1.732 0.1 0.1 -0.1
C 0.089 -3.226 2.221 0.3 -0.1 0.0
C 0.054 -3.891 3.455 -0.1 0.0 0.0
C -1.133 -3.815 4.202 0.0 0.0 0.0
C 1.197 -4.619 3.925 0.0 0.0 0.0
C 2.319 -4.691 3.186 0.0 0.0 0.0
C 2.404 -4.019 1.920 0.0 0.0 0.2
C 3.566 -4.075 1.130 0.0 0.0 0.0
C 3.607 -3.408 -0.063 0.0 0.0 0.0
C 2.486 -2.663 -0.452 0.0 0.0 -0.1
N 1.389 -2.593 0.277 -0.1 0.0 0.1
C 1.321 -3.267 1.448 0.0 -0.2 -0.1
H -3.132 -3.030 4.248 0.0 0.0 0.0
H -2.899 -1.936 2.042 0.0 0.0 0.0
H -1.191 -4.306 5.166 0.0 0.0 0.0
H 1.132 -5.116 4.885 0.0 0.0 0.0
H 3.180 -5.247 3.533 0.0 0.0 0.0
H 4.415 -4.651 1.477 0.0 0.0 0.0
H 4.479 -3.436 -0.701 0.0 0.0 0.0
H 2.476 -2.114 -1.390 0.0 0.0 0.0
F -3.622 3.450 5.036 0.0 0.0 0.0
C -2.593 2.750 4.551 -0.1 0.0 -0.1
C -2.731 2.022 3.381 0.1 0.1 0.2
F -3.892 2.026 2.717 0.0 0.0 0.0
C -1.652 1.304 2.911 0.0 0.0 0.0
F -1.853 0.643 1.733 0.0 -0.1 -0.1
C -0.410 1.258 3.528 0.1 -0.3 -0.3
Se 1.069 0.284 2.806 -0.1 0.2 0.4
C -0.314 2.001 4.697 0.0 0.1 0.1
F 0.833 2.043 5.378 0.0 0.0 0.0
C -1.375 2.736 5.208 0.1 -0.1 -0.1
F -1.229 3.430 6.338 0.0 0.0 0.0

***

3.
16
Properties=species:S:1:pos:R:3:forces:R:3 method="wB97M-V/def2-TZVPD" homo_energy_ev=-8.93 charge=0 energy_ha=-376.0513 de_lowest_kj_mol=517.6 gap_ha=0.3533
C -1.326 -0.467 -0.411 3.4 2.7 0.5
C -0.486 0.547 -1.112 1.4 -2.0 3.3
C 1.033 -0.030 -0.645 -3.4 -1.2 -4.5
C 1.273 0.296 0.700 0.6 0.9 4.0
H -1.597 -1.260 -2.186 -2.9 0.4 4.4
H -0.891 0.518 -2.081 0.7 0.4 -1.7
H -0.730 1.450 -0.581 0.4 1.0 -0.2
H 0.961 -1.207 -0.899 0.9 2.9 0.4
H 1.630 0.693 -1.142 1.6 -0.7 -1.2
H 2.204 1.065 2.150 0.9 -0.4 -2.4
H 0.052 0.747 2.254 -1.2 2.0 1.4
H -1.661 -1.448 1.335 3.6 3.3 -0.8
N -2.124 -1.220 -0.988 0.2 -2.7 -4.9
N 2.362 0.867 1.074 -1.5 0.2 2.4
N 0.230 0.032 1.638 -1.2 -3.7 -4.5
N -0.929 -0.584 0.894 -3.4 -3.1 3.8

***

4.
19
Properties=species:S:1:pos:R:3:forces:R:3 method="wB97M-V/def2-TZVPD" homo_energy_ev="-8.67 / -8.39" charge=0 energy_ha=-780.8308 de_lowest_kj_mol=255.1 gap_ha="0.2948 / 0.2333"
C -1.822 -1.297 -0.504 0.1 -0.9 1.9
C -2.580 -0.208 -1.009 -0.8 -0.9 -1.1
C -0.714 -0.930 0.352 -0.5 -0.8 -1.6
C -2.370 1.067 -0.667 0.8 2.5 0.2
C -0.368 0.389 0.484 0.2 1.4 1.8
C -1.210 1.580 0.085 -0.9 -2.5 -0.2
C 1.743 1.077 -0.124 1.1 -4.5 3.7
C 0.895 0.796 1.158 -0.3 1.9 0.6
N 1.749 2.010 -0.819 -0.1 4.6 -3.2
O -0.983 2.744 0.392 0.1 -0.5 -0.2
P 2.813 -0.405 -0.594 0.1 -0.7 0.7
H -2.193 -2.394 -0.463 0.8 2.1 -0.7
H -3.377 -0.208 -1.770 0.2 -1.3 0.6
H -0.022 -1.713 0.730 -0.7 0.6 -0.1
H -3.064 1.787 -1.070 0.0 0.3 0.0
H 0.829 1.816 1.703 -0.2 -1.7 -1.0
H 1.276 0.063 1.881 0.3 0.0 -0.7
H 3.674 -0.307 0.552 -0.3 0.0 -0.3
H 3.733 0.227 -1.417 0.2 0.4 -0.4